1.
{"formula": "C4H8Cl2Si", "method": "wB97M-V/def2-TZVPD", "e_tot_ev": -37198.0223, "e_lumo_ev": -0.2884, "de_lowest_kcal_mol": 113.0, "smiles": "Cl/C=[SiH]/Cl.C=CC", "e_homo_ev": -8.3, "orbital_gap_ev": 8.019, "multiplicity": 1, "elements": ["Cl", "C", "Si", "Cl", "H", "H", "C", "C", "C", "H", "H", "H", "H", "H", "H"], "xyz": [[0.6158, -2.9870, -1.5613], [1.9436, -1.9774, -1.0576], [2.0798, -1.5117, 0.6138], [3.9318, -1.0321, 1.2879], [2.3797, -1.4260, -1.9350], [1.1617, -1.6919, 1.7772], [-1.8738, 0.4470, 1.0597], [-1.8229, 1.0262, -0.1205], [-0.6591, 1.8858, -0.5797], [-2.8191, -0.1793, 1.5110], [-1.1188, 0.7067, 1.8430], [-2.5715, 0.7127, -0.8445], [-1.1045, 2.6434, -1.1988], [-0.0449, 1.1872, -1.0814], [-0.0979, 2.1963, 0.2861]], "forces_ev_per_angstrom": [[-0.233, 0.088, 0.037], [-0.079, 1.060, -0.100], [-0.056, -0.330, -0.674], [0.044, 0.342, 0.042], [0.018, -0.865, 1.242], [0.256, -0.256, -0.551], [-1.895, -0.879, 3.041], [0.154, -0.633, -0.178], [-1.772, -1.131, 0.955], [2.566, 1.433, -1.597], [-0.615, -0.314, -0.680], [-0.002, 0.429, -0.135], [0.635, 0.642, -0.309], [0.923, -0.290, -1.265], [0.056, 0.704, 0.171]]}


2.
{"formula": "C4H8Cl2Si", "method": "wB97M-V/def2-TZVPD", "e_tot_ev": -37194.4410, "e_lumo_ev": [-0.5135, -0.4684], "de_lowest_kcal_mol": 195.6, "e_homo_ev": [-8.3, -8.9], "orbital_gap_ev": [7.794, 8.462], "multiplicity": 1, "elements": ["C", "C", "C", "C", "Si", "Cl", "Cl", "H", "H", "H", "H", "H", "H", "H", "H"], "xyz": [[-0.5544, -0.3933, 0.9562], [-0.8254, 0.4745, 0.0505], [-1.5562, -0.7720, 2.0162], [2.2841, -0.7326, -1.4426], [-0.6191, 1.7660, -1.2609], [-0.6376, -0.8555, 3.5701], [2.4200, -1.3413, 0.1226], [0.0952, -1.1777, 0.8493], [-2.2540, -0.0234, 2.1114], [-1.8387, -1.7717, 1.8207], [3.3241, -0.2647, -1.7448], [1.7634, -1.4250, -2.1993], [-0.9262, 1.3556, -2.5999], [0.8477, 2.2558, -1.1804], [-1.5230, 2.9055, -1.0690]], "forces_ev_per_angstrom": [[-2.753, -0.088, 0.351], [0.313, 1.696, -1.358], [2.984, 0.035, 0.362], [2.059, -0.411, -2.167], [1.293, 0.294, 1.090], [-0.142, -0.021, 0.269], [0.047, -0.330, 0.520], [2.318, -1.420, -0.376], [-2.047, 1.109, 0.319], [-0.995, -0.765, -0.102], [-2.560, -0.678, 0.277], [0.729, 1.341, 1.300], [-0.076, -0.642, -0.721], [-1.077, -0.281, -0.091], [-0.092, 0.163, 0.327]]}


3.
{"formula": "C4H8Cl8", "method": "wB97M-V/def2-TZVPD", "e_tot_ev": -104453.0830, "e_lumo_ev": 0.3205, "de_lowest_kcal_mol": 96.7, "e_homo_ev": -10.3, "orbital_gap_ev": 10.597, "multiplicity": 1, "elements": ["C", "Cl", "Cl", "H", "H", "C", "Cl", "Cl", "H", "H", "C", "Cl", "Cl", "H", "H", "C", "Cl", "Cl", "H", "H"], "xyz": [[-1.1331, -0.5951, -0.0182], [-1.5125, 0.9074, -0.9298], [-0.0477, -1.7048, -0.9236], [-0.6344, -0.3805, 0.9270], [-2.0257, -1.2193, 0.0237], [1.2873, 0.9658, 0.9441], [1.4384, 0.7199, 2.6813], [2.3877, -0.1134, -0.0228], [0.2753, 0.6197, 0.7339], [1.4191, 2.0268, 0.7317], [-0.7921, 2.7330, -2.3869], [-0.9458, 3.1429, -4.0829], [-0.4424, 4.1548, -1.3889], [-1.6749, 2.1643, -2.0947], [0.0762, 2.0997, -2.2050], [0.3618, -3.1358, 1.4947], [0.7370, -1.5005, 2.0763], [1.7688, -4.2152, 1.6367], [-0.3210, -3.5637, 2.2287], [-0.2220, -3.1059, 0.5747]], "forces_ev_per_angstrom": [[-1.061, -0.974, -1.123], [-0.018, -3.608, 2.753], [-0.553, 1.182, -1.656], [-1.294, -0.464, -0.409], [-0.125, 0.603, 0.568], [0.097, -0.363, -0.389], [1.163, 2.898, 0.894], [0.301, 1.640, 0.459], [1.266, 1.157, -0.201], [0.263, -0.343, -0.203], [1.100, 0.856, -0.721], [0.025, 0.062, -0.320], [-0.433, 0.078, 0.155], [-0.091, 2.103, -1.186], [-0.178, 0.096, -0.657], [-1.168, -1.038, 1.971], [-0.354, -3.785, 0.445], [-0.116, 0.284, -0.753], [0.034, 0.175, 0.139], [1.142, -0.561, 0.235]]}


4.
{"formula": "C4H8Cl8", "method": "wB97M-V/def2-TZVPD", "e_tot_ev": -104456.7389, "e_lumo_ev": 0.3758, "de_lowest_kcal_mol": 12.4, "smiles": "ClCCl.ClCCl.ClCCl.ClCCl", "e_homo_ev": -10.9, "orbital_gap_ev": 11.262, "multiplicity": 1, "elements": ["Cl", "C", "Cl", "H", "H", "Cl", "C", "Cl", "H", "H", "Cl", "C", "Cl", "H", "H", "Cl", "C", "Cl", "H", "H"], "xyz": [[-3.1173, -0.6567, -3.3933], [-2.9707, -1.0107, -5.1373], [-1.8769, 0.1931, -5.8790], [-2.5463, -2.0009, -5.3027], [-3.9849, -0.8891, -5.5177], [3.3186, 2.0671, -0.7756], [2.1471, 0.7822, -0.4831], [3.0555, -0.5711, 0.1429], [1.3916, 1.1045, 0.2335], [1.6642, 0.4413, -1.3988], [6.3396, -3.7298, 6.0505], [5.7614, -4.9034, 4.8144], [5.4232, -6.5039, 5.5380], [4.8874, -4.5988, 4.2386], [6.5614, -5.0090, 4.0816], [-3.5995, 4.6635, 0.2518], [-5.3211, 4.9545, 0.5710], [-5.6760, 6.6870, 0.5281], [-5.9235, 4.3884, -0.1396], [-5.5337, 4.5916, 1.5766]], "forces_ev_per_angstrom": [[0.093, -0.347, -0.105], [0.033, 0.604, 0.316], [-0.325, -0.357, -0.081], [-0.190, 0.219, 0.161], [0.395, -0.118, -0.285], [-0.342, 0.502, -0.290], [-0.131, -0.036, -0.146], [-0.030, -0.856, 0.464], [0.293, 0.018, -0.027], [0.203, 0.372, -0.007], [-0.582, -0.414, -0.679], [0.532, -0.265, -0.178], [0.078, 0.483, -0.230], [-0.102, 0.361, 0.723], [0.074, -0.162, 0.363], [-0.142, -0.119, -0.065], [0.101, -0.234, 0.442], [-0.191, -0.193, -0.127], [0.155, 0.398, -0.099], [0.079, 0.146, -0.151]]}


5.
{"formula": "C4H8ClN", "method": "wB97M-V/def2-TZVPD", "e_tot_ev": -18285.8938, "e_lumo_ev": 0.6536, "de_lowest_kcal_mol": 89.4, "smiles": "C=C(Cl)N(C)C", "e_homo_ev": -7.4, "orbital_gap_ev": 8.020, "multiplicity": 1, "elements": ["C", "C", "Cl", "N", "C", "C", "H", "H", "H", "H", "H", "H", "H", "H"], "xyz": [[0.9363, -2.0672, -0.3501], [1.0704, -0.3989, 0.2189], [2.5819, 0.3484, -0.0783], [0.0153, 0.3737, 0.1286], [0.0247, 1.8013, -0.1761], [-1.3904, -0.1826, 0.2245], [1.8702, -2.4525, -0.1488], [0.0956, -2.6731, 0.2004], [-0.8579, 2.1597, 0.3557], [0.9937, 2.0955, 0.0366], [-0.1947, 2.0785, -1.2182], [-1.4547, -0.7190, 1.1874], [-2.1554, 0.4549, 0.2075], [-1.5350, -0.8186, -0.5881]], "forces_ev_per_angstrom": [[-2.751, 4.567, 2.779], [-1.351, -5.626, -3.234], [0.425, -0.035, 0.252], [-2.535, 0.960, 0.085], [-1.960, -1.077, -0.490], [4.606, -2.608, 1.853], [2.138, -1.130, 0.424], [1.458, 1.323, -0.973], [0.796, 0.877, 0.497], [1.335, 1.646, 0.868], [0.216, -0.708, -0.146], [0.013, -0.142, -0.593], [-2.338, 3.498, -0.052], [-0.051, -1.545, -1.270]]}


6.
{"formula": "C4H8ClN", "method": "wB97M-V/def2-TZVPD", "e_tot_ev": -18285.8035, "e_lumo_ev": 0.6174, "de_lowest_kcal_mol": 91.5, "smiles": "CC1=CC1.NCl", "e_homo_ev": -8.9, "orbital_gap_ev": 9.516, "multiplicity": 1, "elements": ["C", "C", "C", "C", "H", "H", "H", "H", "H", "H", "N", "Cl", "H", "H"], "xyz": [[1.4191, 1.3420, 0.1725], [0.8252, 0.0045, 0.0891], [0.8312, -1.2611, 0.1895], [0.5318, -0.6886, -1.1897], [2.2104, 1.3902, 0.9042], [0.7967, 2.1903, 0.2572], [2.0962, 1.4464, -0.7530], [0.9323, -2.0908, 0.8453], [1.3855, -0.6883, -1.9916], [-0.5073, -0.5359, -1.5602], [-2.4507, -0.6047, 0.6412], [-1.9310, 0.9718, 1.1429], [-3.1310, -0.4503, -0.1771], [-3.0084, -1.0255, 1.4296]], "forces_ev_per_angstrom": [[2.750, -0.465, -0.690], [1.236, 1.905, -1.301], [-0.817, -0.558, -0.170], [0.231, -0.413, -1.034], [-0.124, 0.127, 1.019], [-0.917, 0.712, -0.020], [-1.439, -0.024, 0.800], [0.152, -0.582, 0.049], [-1.680, -0.099, 1.312], [0.780, -0.639, -0.001], [-1.803, -0.489, -0.737], [-0.332, -0.091, 0.063], [1.269, -0.218, 1.754], [0.694, 0.837, -1.048]]}


7.
{"formula": "C4H8ClN", "method": "wB97M-V/def2-TZVPD", "e_tot_ev": -18287.0946, "e_lumo_ev": 0.8125, "de_lowest_kcal_mol": 61.7, "e_homo_ev": -8.8, "orbital_gap_ev": 9.563, "multiplicity": 1, "elements": ["C", "C", "C", "C", "N", "Cl", "H", "H", "H", "H", "H", "H", "H", "H"], "xyz": [[-0.7554, 0.0709, 2.8809], [1.0747, 0.7708, -0.1633], [0.1805, -1.4400, -0.7343], [1.2534, -0.5167, -0.3987], [-1.6809, 0.9243, 2.6714], [0.7855, 0.8118, 2.9641], [-2.6993, 0.5591, 2.5767], [1.9197, 1.4327, -0.0012], [0.1479, 1.3381, -0.2744], [0.5539, -2.5330, -0.6759], [-0.3966, -1.2249, -1.7786], [-0.7047, -1.3707, -0.0366], [2.1730, -1.0401, -0.2410], [-1.6499, 1.9439, 2.7467]], "forces_ev_per_angstrom": [[0.629, -1.762, -0.131], [0.784, 0.984, -0.649], [-3.226, -2.102, -1.550], [-0.394, 0.515, 0.324], [-4.244, 0.676, -0.165], [0.503, 0.545, 0.472], [2.579, 0.697, 0.307], [0.082, -0.212, 0.350], [-0.077, -0.631, -0.023], [-0.834, 1.729, -0.440], [1.809, -0.642, 2.080], [1.022, -0.082, -0.307], [0.867, 0.431, -0.025], [0.501, -0.144, -0.243]]}


8.
{"formula": "C4H8ClN", "method": "wB97M-V/def2-TZVPD", "e_tot_ev": -18289.0276, "e_lumo_ev": 0.9489, "de_lowest_kcal_mol": 17.2, "smiles": "C[C@]1(Cl)C[C@H]1N", "e_homo_ev": -8.8, "orbital_gap_ev": 9.740, "multiplicity": 1, "elements": ["C", "C", "Cl", "C", "C", "N", "H", "H", "H", "H", "H", "H", "H", "H"], "xyz": [[0.9891, 0.8287, -1.2075], [-0.1056, 0.5144, -0.3255], [-1.6176, 1.2602, -0.6174], [0.2074, 0.4111, 1.1634], [-0.0428, -0.8186, 0.3508], [-1.1621, -1.6538, 0.5948], [0.7212, 0.5624, -2.2017], [1.9230, 0.3582, -0.8101], [1.0382, 1.9710, -1.0762], [1.3158, 0.5523, 1.4990], [-0.5677, 0.5921, 1.8707], [0.7804, -1.3930, -0.0711], [-1.5912, -2.0290, -0.2488], [-1.8882, -1.1561, 1.0797]], "forces_ev_per_angstrom": [[1.300, 2.810, 0.699], [-0.297, -0.842, 2.797], [-1.177, 0.370, -0.693], [3.142, -0.850, -0.130], [-0.343, -0.758, -1.114], [-0.580, -0.425, 0.302], [0.305, -0.182, -1.012], [-0.706, 0.428, -0.714], [0.690, -1.448, -0.861], [-2.296, 0.052, -0.464], [-0.302, 0.497, 0.390], [0.170, 0.069, 0.516], [0.334, 0.155, 0.063], [-0.240, 0.124, 0.222]]}


9.
{"formula": "C4H8ClN", "method": "wB97M-V/def2-TZVPD", "e_tot_ev": -18288.9229, "e_lumo_ev": 1.0629, "de_lowest_kcal_mol": 19.6, "e_homo_ev": -9.1, "orbital_gap_ev": 10.163, "multiplicity": 1, "elements": ["C", "C", "C", "C", "H", "H", "H", "H", "H", "H", "H", "H", "N", "Cl"], "xyz": [[-2.0103, -1.0862, -1.4235], [-0.2712, -1.0443, 0.3215], [0.2369, 0.3671, 0.6762], [-0.5493, 0.7556, -0.6044], [-1.4012, -1.0353, -2.3093], [-2.1936, -2.1419, -1.1026], [-2.9995, -0.5994, -1.6074], [-0.4411, -1.8049, 1.1888], [0.4806, -1.4963, -0.4089], [-0.3211, 0.6910, 1.5802], [-1.0737, 1.7189, -0.6704], [0.1251, 0.5767, -1.4899], [-1.3575, -0.4232, -0.3075], [1.9347, 0.7706, 0.7737]], "forces_ev_per_angstrom": [[-1.221, -0.335, 1.278], [2.672, -2.275, 1.674], [-1.247, 0.246, 0.218], [0.559, 0.205, 0.160], [0.330, -0.220, -0.628], [0.074, 0.756, -0.552], [0.766, -0.424, -0.020], [0.025, 1.308, -1.526], [-0.729, 0.206, 0.608], [0.697, 0.091, -0.556], [0.210, -0.279, 0.018], [-0.549, 0.273, 0.496], [-1.798, 0.552, -1.260], [0.213, -0.103, 0.090]]}


10.
{"formula": "C4H8ClN2", "method": "wB97M-V/def2-TZVPD", "e_tot_ev": -19772.0698, "e_lumo_ev": -4.5346, "de_lowest_kcal_mol": 52.2, "e_homo_ev": -14.5, "orbital_gap_ev": 10.014, "total_charge": 1, "multiplicity": 1, "elements": ["C", "C", "C", "C", "N", "N", "Cl", "H", "H", "H", "H", "H", "H", "H", "H"], "xyz": [[-1.2266, -1.3710, -0.4086], [-0.0759, -0.0923, 1.1601], [0.8965, 0.2198, 0.0477], [0.9296, 1.6338, -0.4334], [-0.4688, -0.6902, -1.1979], [-0.9591, -1.2173, 0.9205], [2.3127, -0.6180, 0.0281], [-2.0825, -1.9810, -0.6213], [0.4050, -0.2608, 2.0935], [-0.6836, 0.9054, 1.1474], [1.6807, 1.5890, -1.2252], [1.2151, 2.3532, 0.3163], [0.0866, 1.9543, -1.0414], [-0.4524, -0.6042, -2.2403], [-1.5774, -1.8208, 1.4544]], "forces_ev_per_angstrom": [[1.229, 1.200, 0.807], [-1.863, 2.080, 0.484], [-3.370, -0.775, -0.699], [0.904, -0.658, -2.153], [1.343, 0.960, -0.036], [-0.691, -0.833, -3.079], [1.167, -0.856, -0.205], [-0.119, -0.434, -0.701], [0.575, 0.274, 0.775], [0.623, -1.866, 0.647], [0.497, 0.548, 0.286], [0.046, 0.098, 0.396], [-0.655, -0.115, 0.828], [-0.433, -0.513, 1.497], [0.747, 0.889, 1.152]]}


Q: Number 10 is which compound?
A: C4H8ClN2